{"formula": "C44H48N2O3P2PdS2", "method": "wB97M-V/def2-TZVPD", "symbols": ["Pd", "O", "S", "C", "C", "C", "C", "S", "O", "C", "C", "C", "C", "C", "C", "C", "C", "C", "C", "C", "C", "H", "H", "H", "H", "H", "H", "H", "H", "H", "H", "H", "H", "H", "H", "H", "H", "H", "H", "N", "P", "C", "C", "C", "C", "C", "C", "C", "C", "C", "C", "C", "C", "P", "C", "C", "C", "C", "C", "C", "C", "C", "C", "C", "C", "C", "H", "H", "H", "H", "H", "H", "H", "H", "H", "H", "H", "H", "H", "H", "H", "H", "H", "H", "H", "H", "H", "C", "N", "C", "C", "C", "O", "H", "H", "H", "H", "H", "H", "H", "H", "H"], "positions_angstrom": [[-0.2650, 0.3150, 0.5697], [3.5997, -0.4348, 0.7066], [3.3745, 0.9668, 1.1671], [2.8471, 0.8888, 2.9042], [1.5075, 0.1783, 3.0615], [1.5587, -1.3244, 2.8526], [0.1724, -1.9613, 2.8025], [-0.0732, -2.9601, 1.3246], [0.3226, -2.0671, 0.1795], [1.3158, -4.0641, 1.5381], [1.2124, -5.1505, 2.3960], [2.2999, -5.9951, 2.5517], [3.4694, -5.7554, 1.8402], [3.5524, -4.6749, 0.9749], [2.4720, -3.8172, 0.8132], [4.9789, 1.6764, 1.4958], [5.0903, 3.0506, 1.6525], [6.3378, 3.6053, 1.8959], [7.4595, 2.7881, 1.9607], [7.3359, 1.4182, 1.7762], [6.0913, 0.8518, 1.5400], [2.7688, 1.9307, 3.2282], [3.6527, 0.4204, 3.4773], [0.7961, 0.6426, 2.3498], [1.1164, 0.4221, 4.0574], [2.1615, -1.7961, 3.6334], [2.0751, -1.5033, 1.9096], [-0.6355, -1.2225, 2.7300], [-0.0503, -2.6106, 3.6533], [0.2896, -5.3392, 2.9324], [2.2339, -6.8455, 3.2177], [4.3158, -6.4197, 1.9571], [4.4643, -4.4936, 0.4210], [2.5084, -2.9617, 0.1505], [4.2122, 3.6828, 1.5716], [6.4350, 4.6758, 2.0194], [8.4332, 3.2244, 2.1396], [8.2145, 0.7867, 1.8102], [5.9605, -0.2093, 1.3706], [-0.6948, 2.0434, -1.6614], [0.7856, 1.8939, -0.7950], [1.2523, 3.6425, -0.5309], [1.4917, 4.5483, -1.5628], [1.7644, 5.8783, -1.2855], [1.8105, 6.3193, 0.0321], [1.5763, 5.4286, 1.0681], [1.2972, 4.0973, 0.7830], [2.0030, 1.3372, -2.0232], [3.2818, 1.8805, -2.1167], [4.2436, 1.2923, -2.9279], [3.9376, 0.1563, -3.6589], [2.6661, -0.3995, -3.5627], [1.7129, 0.1779, -2.7430], [-1.9642, 1.4938, -0.6485], [-2.9495, 3.0169, -0.3742], [-3.6835, 3.6686, -1.3648], [-4.3442, 4.8541, -1.0881], [-4.2852, 5.4027, 0.1885], [-3.5635, 4.7622, 1.1831], [-2.9001, 3.5745, 0.8999], [-3.0645, 0.5921, -1.7960], [-4.4076, 0.4091, -1.4669], [-5.2245, -0.4000, -2.2386], [-4.7107, -1.0465, -3.3568], [-3.3766, -0.8710, -3.6919], [-2.5594, -0.0586, -2.9165], [-0.8452, 2.8010, -2.3198], [1.4781, 4.2112, -2.5938], [1.9466, 6.5730, -2.0955], [2.0261, 7.3576, 0.2490], [1.6034, 5.7670, 2.0963], [1.0963, 3.3953, 1.5860], [3.5359, 2.7707, -1.5529], [5.2334, 1.7285, -2.9834], [4.6839, -0.3042, -4.2931], [2.4219, -1.2989, -4.1138], [0.7460, -0.2992, -2.6303], [-3.7484, 3.2388, -2.3584], [-4.9093, 5.3527, -1.8654], [-4.8043, 6.3274, 0.4056], [-3.5145, 5.1851, 2.1786], [-2.3247, 3.0710, 1.6699], [-4.8264, 0.9089, -0.5991], [-6.2666, -0.5241, -1.9690], [-5.3468, -1.6780, -3.9635], [-2.9641, -1.3667, -4.5618], [-1.5188, 0.0720, -3.1849], [-4.9722, -3.0957, 0.2451], [-5.0114, -2.0056, 1.1995], [-6.2032, -1.8341, 2.0056], [-3.8621, -1.3133, 1.4405], [-3.9369, -0.1840, 2.4461], [-2.8248, -1.5574, 0.8491], [-5.9211, -3.1353, -0.2908], [-4.8027, -4.0617, 0.7313], [-4.1677, -2.9186, -0.4632], [-7.0101, -2.4066, 1.5525], [-6.5174, -0.7908, 2.0427], [-6.0750, -2.1952, 3.0306], [-4.1536, -0.5585, 3.4490], [-4.7232, 0.5289, 2.1922], [-2.9752, 0.3240, 2.4386]], "homo_lumo_gap_ev": 6.2, "lumo_ev": 0.58, "energy_ev": -99257.6920, "de_lowest_kcal_mol": 12.4, "total_charge": 0}